Density functional theory data (wB97M-V/def2-TZVPD) for a structure of composition C24H26AlClFIO15P in a non-equilibrium geometry.

Total charge: -1
ΔE to the lowest compared entry with this formula, charge and spin in kJ/mol: 0.0
Kohn-Sham gap in eV: 5.1807
LUMO in eV: -0.27

Geometry (Å):
1 C 5.152220 2.809636 3.421683
2 C 5.324490 2.239911 1.986723
3 I 7.004135 0.788774 1.976188
4 C 4.026485 1.524006 1.575931
5 Al 2.430087 2.719292 1.213835
6 F 1.784804 2.218918 -0.386684
7 C 1.102440 2.508890 2.740486
8 C -0.371612 2.205118 2.337616
9 C -1.141188 3.426683 1.793930
10 Cl -0.980679 3.672808 0.005532
11 P 2.927194 5.021160 1.043853
12 O 4.354529 5.384545 1.241509
13 O 2.060213 5.819492 2.252101
14 O 2.278850 5.612702 -0.352085
15 H 4.536423 3.724190 3.406869
16 H 4.574801 2.051212 3.988803
17 H 6.108306 2.931119 3.955981
18 H 5.627203 3.012677 1.265033
19 H 4.237504 0.915903 0.687092
20 H 3.753767 0.854142 2.416138
21 H 1.111743 3.463748 3.308285
22 H 1.484127 1.714670 3.409525
23 H -0.902157 1.907706 3.275179
24 H -0.488800 1.341720 1.657645
25 H -0.916790 4.364865 2.327321
26 H -2.217479 3.232443 1.962654
27 H 2.389940 5.487435 3.101641
28 H 1.315758 5.468644 -0.277875
29 C 3.721895 -0.467949 -2.455992
30 C 3.517832 -0.900035 -3.705186
31 C 3.212818 -2.335935 -3.998240
32 O 3.015298 -2.674238 -5.154034
33 C 3.168439 -3.268860 -2.882554
34 C 3.376994 -2.839351 -1.632259
35 C 3.655971 -1.401497 -1.335895
36 O 3.816187 -1.055159 -0.182808
37 O 3.342528 -3.675525 -0.589500
38 O 3.572227 -0.077013 -4.760010
39 H 3.938865 0.567575 -2.229130
40 H 2.961801 -4.305747 -3.109105
41 H 3.526001 -3.122193 0.195853
42 H 3.387135 -0.635683 -5.538344
43 C -1.826345 -2.011349 1.070900
44 C -2.390972 -3.168003 0.696601
45 C -1.896951 -3.933333 -0.495181
46 O -2.437229 -4.989187 -0.778959
47 C -0.795512 -3.373079 -1.261958
48 C -0.230455 -2.213627 -0.892810
49 C -0.702924 -1.459262 0.314647
50 O -0.147974 -0.426548 0.624183
51 O 0.777036 -1.677031 -1.580026
52 O -3.418108 -3.698899 1.357940
53 H -2.170865 -1.451450 1.930255
54 H -0.461446 -3.925947 -2.128963
55 H 1.004963 -0.841752 -1.114185
56 H -3.626784 -4.527194 0.884358
57 C -6.702958 -0.634852 -2.236638
58 C -7.918105 -1.164748 -2.058265
59 C -8.187369 -2.170564 -0.979655
60 O -9.318783 -2.605826 -0.851429
61 C -7.076770 -2.585089 -0.134478
62 C -5.857451 -2.058227 -0.312818
63 C -5.594457 -1.032266 -1.374867
64 O -4.473545 -0.573750 -1.483052
65 O -4.813671 -2.416523 0.441623
66 O -8.959469 -0.828146 -2.828753
67 H -6.497461 0.092448 -3.009731
68 H -7.280518 -3.323547 0.628413
69 H -4.062035 -1.884655 0.107133
70 H -9.714151 -1.348390 -2.491989

Forces on atoms 1 to 6 (eV/Å):
C 0.09 -0.94 -0.05
C -1.38 0.29 0.46
I 0.04 0.15 0.06
C 1.06 0.53 0.03
Al -0.73 -1.43 -0.86
F 0.57 0.28 1.21

Atom charges from the natural (NBO) analysis, given in e for atoms 1 to 5:
1 C -0.65
2 C -0.21
3 I -0.11
4 C -1.02
5 Al 1.52


Density functional theory data (wB97M-V/def2-TZVPD) for a structure of composition C6H10BrF in a non-equilibrium geometry.

ΔE to the lowest compared entry with this formula, charge and spin in kJ/mol: 402.4
Kohn-Sham gap in eV: 8.6920
LUMO in eV: -0.47

Geometry (Å):
1 C 0.011105 0.456375 0.909766
2 C 1.354812 2.390935 0.154805
3 C -1.418282 0.048836 0.854497
4 C -0.325876 -0.113166 -1.615746
5 C 0.129221 -2.042849 -0.017404
6 C -0.402766 -0.504077 -0.116810
7 F 1.134416 3.425748 0.962909
8 Br 2.980116 1.451508 0.770614
9 H 0.640542 0.183353 1.652553
10 H 0.340599 1.540895 0.525781
11 H -2.195714 0.809389 0.438660
12 H -1.788361 -0.531222 1.679296
13 H 0.122801 -0.915400 -2.121699
14 H 0.053558 0.833955 -1.897715
15 H -1.352492 -0.096533 -1.871466
16 H 1.145703 -1.870829 -0.329902
17 H -0.364871 -2.548055 -0.882882
18 H -0.064509 -2.518866 0.904742

Forces on atoms 1 to 6 (eV/Å):
C -0.98 1.60 -1.47
C 1.01 1.56 -0.37
C -1.49 1.83 -1.43
C -1.64 -0.14 2.01
C -1.46 3.07 -2.31
C 1.24 -1.93 -0.51

Atom charges from the natural (NBO) analysis, given in e for atoms 1 to 5:
1 C -0.27
2 C 0.25
3 C -0.43
4 C -0.61
5 C -0.59


Density functional theory data (wB97M-V/def2-TZVPD) for a cluster of 2 separate species, C3H9NO3 in total in a non-equilibrium geometry.

ΔE to the lowest compared entry with this formula, charge and spin in kJ/mol: 381.7
Kohn-Sham gap in eV: 9.4891
LUMO in eV: 0.66

Geometry (Å):
1 C 0.930207 0.416373 -0.989384
2 C -0.489018 0.527483 -0.577118
3 C -0.644239 -1.539277 1.758148
4 N -0.911582 1.713055 -0.085415
5 O 0.008990 -0.688916 0.877011
6 O 1.138903 -0.592654 -1.939572
7 O 1.515100 1.630248 -1.370252
8 H 1.405513 1.718174 -2.327355
9 H 1.450638 -1.372028 -1.464197
10 H 1.279515 0.042586 0.072416
11 H -1.225843 -0.120824 -1.039084
12 H -1.786042 1.720012 0.418389
13 H -0.198853 2.262500 0.379498
14 H -1.393594 -2.271315 1.404174
15 H -1.185562 -1.231531 2.665847
16 H 0.105869 -2.213884 2.216892

Forces on atoms 1 to 6 (eV/Å):
C 1.27 -0.69 1.93
C -0.94 -0.68 1.28
C -0.20 -1.83 0.90
N 0.17 -0.38 0.21
O -1.10 0.55 -0.30
O -0.11 0.11 -0.04

Atom charges from the natural (NBO) analysis, given in e for atoms 1 to 5:
1 C 0.25
2 C 0.28
3 C -0.25
4 N -0.76
5 O -0.79


Density functional theory data (wB97M-V/def2-TZVPD) for the molecule C17H24N4O3 in a non-equilibrium geometry.

ΔE to the lowest compared entry with this formula, charge and spin in kJ/mol: 97.5
Kohn-Sham gap in eV: 8.2745
Structure (SMILES): NCCCC[C@H](N)C(=O)N[C@@H](Cc1c[nH]c2ccccc12)C(=O)O
LUMO in eV: 0.52

Geometry (Å):
1 C 2.016799 0.198372 -0.746606
2 C 0.527708 0.077312 -0.377881
3 C 2.788349 -0.698929 0.282177
4 C 4.256020 -1.033431 -0.096263
5 C 5.254921 0.070563 0.028775
6 C 6.703446 -0.397032 -0.093703
7 C -1.593480 1.338904 -0.398927
8 C -2.033934 2.798633 -0.569027
9 C -2.156445 0.813497 0.979861
10 C -3.626340 0.534362 0.878001
11 C -4.674807 1.302427 1.232128
12 C -4.200079 -0.690031 0.255013
13 C -5.558855 -0.550099 0.317831
14 C -3.610346 -1.793044 -0.341199
15 C -6.451111 -1.531319 -0.156974
16 C -4.460278 -2.810496 -0.785087
17 C -5.854404 -2.685283 -0.715040
18 H 2.761043 1.885941 0.099095
19 H 3.204250 1.642332 -1.525079
20 H 2.105383 -0.272692 -1.745751
21 H 2.188887 -1.571892 0.402590
22 H 2.846843 -0.182621 1.257075
23 H 4.275614 -1.458348 -1.116587
24 H 4.657678 -1.845752 0.532622
25 H 5.076103 0.766662 -0.812098
26 H 5.204604 0.663102 0.976558
27 H 7.330075 0.492370 -0.150483
28 H 6.768957 -0.968876 -1.058972
29 H 7.133132 -0.679928 1.830506
30 H 7.890460 -1.764511 0.860462
31 H 0.320320 2.047111 -0.901313
32 H -2.094097 0.653847 -1.106540
33 H -1.952242 1.560640 1.789607
34 H -1.652720 -0.134614 1.212006
35 H -4.701781 2.290558 1.654684
36 H -6.797714 1.007838 1.161144
37 H -2.519357 -1.847922 -0.408573
38 H -7.526590 -1.473821 -0.126166
39 H -3.935883 -3.626425 -1.280039
40 H -6.462052 -3.489618 -1.099935
41 H -0.577795 3.286666 0.591700
42 N 2.454934 1.583353 -0.831112
43 N 7.024923 -1.253605 1.009481
44 N -0.139784 1.288503 -0.379945
45 N -5.890876 0.653614 0.914301
46 O -0.040055 -0.998243 -0.243139
47 O -2.953704 3.097806 -1.308739
48 O -1.325731 3.704109 0.109565

Forces on atoms 1 to 6 (eV/Å):
C 0.24 -1.07 0.89
C -0.65 0.38 -1.20
C 1.11 1.16 -0.43
C -0.68 -1.30 0.27
C 0.44 1.53 -0.54
C -0.77 -0.27 -1.37

Atom charges from the natural (NBO) analysis, given in e for atoms 1 to 5:
1 C -0.13
2 C 0.69
3 C -0.40
4 C -0.42
5 C -0.40


Density functional theory data (wB97M-V/def2-TZVPD) for a cluster of 4 separate species, CH9O4 in total in a non-equilibrium geometry.

Total charge: -1
ΔE to the lowest compared entry with this formula, charge and spin in kJ/mol: 119.2
Kohn-Sham gap in eV: 8.7187
LUMO in eV: 4.19

Geometry (Å):
1 C -0.057651 -1.510183 0.061168
2 O 0.117240 -0.140267 0.102552
3 H 0.133917 -1.710965 -0.940385
4 H 0.744386 -1.986535 0.649411
5 H -0.970703 -1.815274 0.469055
6 H 1.771730 0.074511 -2.055349
7 H 1.381878 0.039657 -0.670794
8 O 2.074863 0.551197 -1.184974
9 H -0.283373 1.387274 2.533291
10 H 0.156247 0.239495 1.533530
11 O -0.260423 0.437137 2.633263
12 H -1.451089 0.675779 -0.994299
13 H -1.414645 2.216957 -0.850407
14 O -1.942371 1.541217 -1.286060

Forces on atoms 1 to 6 (eV/Å):
C 2.15 1.32 1.36
O -0.54 1.00 1.19
H -0.30 -1.69 -2.10
H -0.07 -0.44 0.05
H -1.78 -0.81 0.28
H 1.36 1.76 1.80

Atom charges from the natural (NBO) analysis, given in e for atoms 1 to 5:
1 C -0.24
2 O -0.92
3 H 0.14
4 H 0.13
5 H 0.15


Density functional theory data (wB97M-V/def2-TZVPD) for a structure of composition C8H15F5N3Re in a non-equilibrium geometry.

Total charge: +3
<S²>: 3.78
Kohn-Sham gap (alpha / beta) in eV: 9.0732 / 7.8714
LUMO (alpha / beta) in eV: -13.17 / -14.79
Multiplicity: 4

Geometry (Å):
1 Re -0.583341 0.273073 -0.314926
2 C 2.125971 -0.015333 -1.868138
3 C 1.930044 1.406288 -1.351915
4 N 1.216878 1.377480 -0.024738
5 C 2.062062 0.895674 1.132303
6 C 1.257546 -0.089701 1.969079
7 N 0.503353 -1.005091 1.043589
8 C 1.381096 -2.049304 0.386464
9 C 1.065998 -2.170856 -1.100507
10 N 0.871681 -0.811694 -1.669598
11 H 2.954268 -0.521799 -1.374216
12 H 2.381168 0.035018 -2.926976
13 H 1.319570 1.992423 -2.045100
14 H 2.890521 1.917054 -1.255610
15 H 0.954622 2.346168 0.187988
16 H 2.359709 1.736876 1.758634
17 H 2.978572 0.456057 0.742166
18 H 0.535610 0.427603 2.605175
19 H 1.913024 -0.666492 2.624289
20 H -0.171740 -1.511604 1.625478
21 H 1.220614 -3.018481 0.859484
22 H 2.422759 -1.782419 0.556893
23 H 0.155895 -2.751773 -1.264187
24 H 1.877852 -2.705291 -1.598482
25 H 0.403857 -0.912144 -2.572778
26 F -2.646459 -0.553869 -0.375832
27 C -2.474487 0.526226 0.532223
28 F -3.008315 0.283692 1.676141
29 C -2.822118 1.840442 -0.191956
30 F -1.986229 1.639301 -1.384163
31 F -4.022381 2.086730 -0.531395
32 F -2.241524 2.832288 0.443465

Forces on atoms 1 to 6 (eV/Å):
Re 1.81 -0.72 0.39
C 0.17 0.31 0.05
C 0.14 -0.24 -0.40
N -0.76 0.28 -0.04
C 0.03 -0.38 0.40
C 0.19 0.37 0.02

Atom charges from the natural (NBO) analysis, given in e for atoms 1 to 5:
1 Re 1.82
2 C -0.27
3 C -0.26
4 N -0.60
5 C -0.27